# 1
82
Properties=species:S:1:pos:R:3:forces:R:3 method="wB97M-V/def2-TZVPD" charge=+2 multiplicity=5 e_tot_ha=-3005.93856 de_lowest_kcal_mol=0.0 orbital_gap_ev="9.07 / 6.12" e_homo_ev="-13.4 / -13.9"
Pd -0.27419 -0.26188 -0.17673 0.00 -0.08 0.01
C 0.86357 -1.90202 -2.63221 -0.01 -0.05 0.00
N 0.25495 -0.56542 -2.37787 0.00 0.01 -0.01
C -1.05382 -0.48418 -3.07701 -0.01 0.03 -0.02
C -2.11605 0.33196 -2.35185 0.00 0.00 0.01
N -2.37342 -0.16675 -0.97622 -0.05 0.03 -0.07
C -3.04702 -1.48761 -0.98441 0.03 -0.01 0.04
C -3.13770 0.74424 -0.15468 0.01 0.00 -0.03
C -4.19306 1.46573 -0.66880 -0.01 0.02 0.00
C -4.98613 2.25150 0.16821 0.00 0.00 -0.02
C -4.74423 2.30562 1.53633 0.01 0.00 0.02
C -3.69218 1.59193 2.06744 -0.02 0.01 -0.02
C -2.84688 0.82850 1.23366 0.01 -0.01 0.01
S -1.45912 0.12903 1.94012 0.03 -0.01 0.06
C 1.24519 0.44601 -2.66294 -0.01 -0.02 0.00
C 1.32346 1.10942 -3.86764 0.00 0.04 -0.03
C 2.38111 1.97922 -4.13021 -0.01 -0.01 0.00
C 3.39886 2.17387 -3.20270 0.01 0.00 0.03
C 3.34747 1.50880 -1.99752 0.00 0.03 -0.02
C 2.25519 0.67337 -1.68143 0.01 -0.02 0.04
S 2.17468 0.04535 -0.09136 -0.01 0.02 -0.04
H 1.04778 -2.03056 -3.70202 0.00 0.03 0.00
H 0.19068 -2.67422 -2.27094 0.02 0.01 0.02
H 1.80453 -1.98255 -2.09509 0.00 -0.01 0.00
H -1.39710 -1.50918 -3.20205 0.00 0.00 0.01
H -0.95673 -0.07937 -4.08444 0.02 -0.03 -0.01
H -3.02717 0.28004 -2.95727 0.00 0.00 -0.01
H -1.81011 1.37420 -2.28307 -0.01 0.01 0.01
H -3.99153 -1.42534 -1.53188 0.00 -0.01 0.00
H -3.25226 -1.78783 0.04141 0.01 0.00 0.01
H -2.39900 -2.23496 -1.43407 0.00 0.00 -0.01
H -4.43356 1.41329 -1.72185 0.00 -0.01 0.00
H -5.81457 2.80332 -0.25555 0.00 0.00 0.00
H -5.37716 2.90066 2.17955 0.00 0.00 0.00
H -3.47716 1.62531 3.12736 0.00 0.00 0.00
H 0.58644 0.95504 -4.64175 -0.01 -0.01 0.01
H 2.42146 2.48093 -5.08795 0.00 0.00 0.00
H 4.22799 2.82934 -3.43010 0.00 0.00 0.00
H 4.12837 1.63299 -1.25850 0.00 0.01 0.00
C 3.09986 4.15630 1.17817 0.00 0.00 0.03
C 2.20200 5.38899 1.12872 0.03 -0.04 0.00
C 2.42724 6.18786 -0.15152 0.00 -0.01 0.01
C 0.73750 5.00723 1.34965 0.01 -0.01 0.01
N 0.26425 4.00198 0.38635 -0.08 0.05 0.02
C -0.02806 4.10346 -0.91742 0.05 0.01 0.01
N -0.33460 2.91255 -1.37577 -0.12 -0.01 0.04
N -0.23741 2.09938 -0.31445 0.07 0.01 -0.03
N 0.12169 2.73519 0.74455 0.06 -0.08 -0.01
H 4.14852 4.44789 1.13092 0.00 0.00 -0.01
H 2.90178 3.49897 0.32551 0.01 -0.01 0.01
H 2.94951 3.58155 2.09383 0.01 0.00 -0.01
H 2.44679 6.02868 1.98104 -0.02 0.02 -0.01
H 2.35494 5.55000 -1.03677 -0.04 0.00 -0.02
H 3.43003 6.61327 -0.15722 0.00 0.00 0.01
H 1.71916 7.01265 -0.25113 0.01 0.00 0.00
H 0.07257 5.86743 1.28118 0.03 0.02 -0.03
H 0.61008 4.54343 2.32550 -0.05 0.00 0.00
H -0.02186 5.02198 -1.47769 0.02 0.00 -0.01
O -0.22422 -2.50263 0.03969 -0.05 0.07 -0.03
S -0.76093 -3.12427 1.33713 -0.03 0.07 -0.09
C -0.71398 -4.86944 1.05784 0.00 -0.02 0.01
C 0.37731 -5.47498 0.44587 0.01 0.00 -0.01
C 0.35501 -6.84457 0.25839 -0.01 0.00 0.01
C -0.73998 -7.59124 0.68667 0.00 0.01 0.00
C -1.82158 -6.97418 1.29465 0.01 0.00 -0.01
C -1.81662 -5.59745 1.47845 -0.01 -0.01 0.00
C 0.53612 -2.88976 2.52380 0.03 -0.02 0.05
C 0.17952 -2.87316 3.86390 0.05 0.01 0.03
C 1.17333 -2.70511 4.81872 -0.03 -0.01 -0.01
C 2.49272 -2.54418 4.42262 0.03 0.00 -0.02
C 2.83197 -2.54713 3.07349 0.00 0.00 0.03
C 1.85130 -2.72197 2.11130 -0.03 0.02 0.01
H 1.22385 -4.88501 0.11980 0.00 0.01 0.00
H 1.19283 -7.33766 -0.21542 0.00 0.00 0.00
H -0.74503 -8.66303 0.54127 0.00 0.00 0.00
H -2.67077 -7.55823 1.62129 0.00 0.00 0.00
H -2.65845 -5.10030 1.94470 0.00 0.00 0.00
H -0.85585 -2.99238 4.16063 0.00 0.00 0.00
H 0.91533 -2.69605 5.86879 0.00 0.00 0.00
H 3.26464 -2.41367 5.16902 0.00 0.00 0.00
H 3.86352 -2.41917 2.77377 0.00 0.00 0.00
H 2.09441 -2.72105 1.05619 -0.01 -0.03 0.01

=====

# 2
18
Properties=species:S:1:pos:R:3:forces:R:3 method="wB97M-V/def2-TZVPD" charge=0 e_tot_ha=-704.09638 de_lowest_kcal_mol=80.0 orbital_gap_ev=9.37 e_homo_ev=-8.6
C 0.11885 2.21681 -2.40362 1.74 -0.87 -1.11
N 0.04351 1.01161 -1.93286 -0.47 2.47 0.08
S -0.65316 0.88614 -0.37576 0.91 0.24 0.10
C -0.32586 -0.86793 -0.13499 -0.07 -0.76 -0.78
C 1.15317 -1.46794 -0.19431 0.25 0.41 -2.06
N 1.34608 -1.24994 1.30308 -0.92 3.22 -1.46
C -0.19018 -1.23215 1.39618 0.52 -0.54 -0.51
C -0.75613 -0.35926 2.51810 -1.04 -0.79 0.10
H 0.71285 2.26690 -3.36773 -1.03 0.03 0.90
H -0.09694 3.23747 -1.97785 -0.27 -1.37 0.14
H -1.10875 -1.26158 -0.86777 1.08 -0.55 1.49
H 1.07951 -2.56693 -0.51527 0.05 1.38 0.95
H 1.92852 -1.01524 -0.96954 -1.53 -0.56 1.92
H 1.51196 -0.13355 1.28785 0.00 -3.03 0.31
H -0.46722 -2.30496 1.43830 -0.17 0.61 0.50
H -0.52615 -0.88329 3.52091 -0.31 1.31 -1.48
H -0.43598 0.70210 2.41358 0.30 -0.86 0.47
H -1.87339 -0.28801 2.36991 0.96 -0.34 0.42

=====

# 3
14
Properties=species:S:1:pos:R:3:forces:R:3 method="wB97M-V/def2-TZVPD" charge=0 e_tot_ha=-784.19045 de_lowest_kcal_mol=82.4 orbital_gap_ev=10.46 e_homo_ev=-9.7
O -2.07741 -1.45800 -0.61745 2.03 0.25 1.03
C -1.15132 -0.84433 -0.13872 -2.10 1.40 -0.11
C -0.95904 0.73296 0.08430 3.51 -1.35 -2.56
C 0.39651 1.04866 -0.87985 0.00 -0.35 4.87
C 1.04962 -0.44828 -0.35652 1.44 0.74 -5.52
Cl 2.81146 -0.62230 -0.07903 -0.40 0.55 0.04
C 0.20275 -0.86300 0.73091 -1.18 -1.43 -0.36
N -0.14393 0.37118 1.29118 -3.61 1.88 3.21
H -1.75884 1.42698 -0.04325 -0.44 0.59 0.74
H 0.99355 1.91409 -0.29083 -1.44 -1.98 -1.52
H 0.15189 1.36644 -1.89408 0.51 -0.92 -0.11
H 0.81656 -1.11880 -1.21766 0.82 0.31 0.41
H 0.54238 -1.62077 1.42118 0.05 -0.39 -0.21
H -0.87414 0.11516 1.98982 0.81 0.70 0.08

=====

Q: What is the charge in the first record?
A: +2

=====

Repeat the second record exactly.
18
Properties=species:S:1:pos:R:3:forces:R:3 method="wB97M-V/def2-TZVPD" charge=0 e_tot_ha=-704.09638 de_lowest_kcal_mol=80.0 orbital_gap_ev=9.37 e_homo_ev=-8.6
C 0.11885 2.21681 -2.40362 1.74 -0.87 -1.11
N 0.04351 1.01161 -1.93286 -0.47 2.47 0.08
S -0.65316 0.88614 -0.37576 0.91 0.24 0.10
C -0.32586 -0.86793 -0.13499 -0.07 -0.76 -0.78
C 1.15317 -1.46794 -0.19431 0.25 0.41 -2.06
N 1.34608 -1.24994 1.30308 -0.92 3.22 -1.46
C -0.19018 -1.23215 1.39618 0.52 -0.54 -0.51
C -0.75613 -0.35926 2.51810 -1.04 -0.79 0.10
H 0.71285 2.26690 -3.36773 -1.03 0.03 0.90
H -0.09694 3.23747 -1.97785 -0.27 -1.37 0.14
H -1.10875 -1.26158 -0.86777 1.08 -0.55 1.49
H 1.07951 -2.56693 -0.51527 0.05 1.38 0.95
H 1.92852 -1.01524 -0.96954 -1.53 -0.56 1.92
H 1.51196 -0.13355 1.28785 0.00 -3.03 0.31
H -0.46722 -2.30496 1.43830 -0.17 0.61 0.50
H -0.52615 -0.88329 3.52091 -0.31 1.31 -1.48
H -0.43598 0.70210 2.41358 0.30 -0.86 0.47
H -1.87339 -0.28801 2.36991 0.96 -0.34 0.42